1.
{
  "formula": "C29H47CsF6N5O9S3",
  "method": "the ωB97M-V functional and the def2-TZVPD basis",
  "elements": ["Cs", "S", "S", "S", "F", "F", "F", "F", "F", "F", "O", "O", "O", "O", "O", "O", "O", "O", "O", "N", "N", "N", "N", "N", "C", "C", "C", "C", "C", "C", "C", "C", "C", "C", "C", "C", "C", "C", "C", "C", "C", "C", "C", "C", "C", "C", "C", "C", "C", "C", "C", "C", "C", "H", "H", "H", "H", "H", "H", "H", "H", "H", "H", "H", "H", "H", "H", "H", "H", "H", "H", "H", "H", "H", "H", "H", "H", "H", "H", "H", "H", "H", "H", "H", "H", "H", "H", "H", "H", "H", "H", "H", "H", "H", "H", "H", "H", "H", "H", "H"],
  "positions_angstrom": [[-0.9196, -1.5314, 0.1269], [-3.6139, -2.3497, -2.1433], [-4.0064, -0.8871, 1.7425], [-2.8518, 0.3245, -2.5087], [-2.7577, -4.0484, -4.0081], [-1.4676, -3.9079, -2.2778], [-4.8399, 0.8361, -0.7813], [-3.4905, 2.4925, -1.1514], [-4.9722, 1.9500, -2.6300], [-1.5016, -2.3113, -3.7354], [-2.4340, 1.0440, -3.6696], [0.9967, -1.3693, -2.8990], [2.0358, -2.3551, 1.7463], [1.2485, -0.9325, -0.7287], [-2.5321, -0.6118, 1.7758], [-1.8878, 0.0780, -1.4533], [-4.7895, -3.1199, -2.4072], [-0.0899, -2.5638, 2.3741], [-3.1073, -2.2486, -0.7915], [-0.1255, 3.6174, 0.7997], [-3.7101, -0.9487, -2.8770], [3.3540, -0.2824, 0.7947], [2.2383, 1.5519, -1.1926], [1.2328, 0.5215, 2.8389], [-5.9888, 0.0994, 3.3727], [5.8380, -0.3343, 0.3840], [1.0225, -2.0230, 2.4111], [1.6231, 2.7524, -0.6783], [1.2302, -0.6228, -1.9471], [-4.1748, -2.6404, 2.0917], [0.3300, 1.4218, 3.6044], [1.1583, -0.8400, 3.4067], [1.4912, 0.8669, -2.2473], [4.1222, 2.4922, -2.5440], [3.6764, 0.2474, 2.1326], [4.4548, -0.6193, -0.1985], [4.3228, -2.1066, -0.4943], [-2.2473, -3.2057, -3.1067], [-4.6690, -0.3052, 3.3010], [-6.4862, 0.5813, 4.5753], [-1.2628, 4.7828, 2.5431], [0.6900, 1.4641, 5.1043], [-4.1183, 1.4492, -1.7335], [-0.7903, 3.3978, 2.0917], [2.5633, 1.0988, 2.7271], [-3.8269, -0.2111, 4.3994], [-4.3293, 0.2772, 5.5927], [3.6871, 1.6099, -1.3706], [0.3941, 2.4213, 0.1636], [-1.9971, 2.4706, 1.9580], [4.2706, 0.1959, -1.4995], [-5.6568, 0.6707, 5.6815], [0.2299, 2.8930, 3.1457], [4.5225, -2.6992, 0.3956], [6.5777, -0.7207, -0.3168], [3.3217, -2.3424, -0.8412], [-1.7336, 1.5019, 1.5417], [-0.6549, 0.9637, 3.5008], [2.6500, 0.3060, 0.2892], [-0.3592, 1.9121, -0.4436], [3.6691, 3.4796, -2.4877], [2.3465, 3.2667, -0.0318], [4.5668, 0.8774, 2.0922], [0.2553, -0.8850, 4.0126], [-7.5168, 0.8995, 4.6398], [-3.9389, -3.2029, 1.1991], [-0.0218, 3.4323, 4.0619], [0.5206, 1.3483, -2.3688], [1.5371, 2.1255, 5.2947], [-5.2039, -2.7983, 2.4070], [1.9993, -1.0588, 4.0886], [2.9577, 1.4271, 3.7097], [-1.8098, 4.7189, 3.4837], [5.2650, 0.2703, -1.9524], [2.8224, -1.1925, 1.0190], [5.2044, 2.6116, -2.5534], [5.0466, -2.3729, -1.2653], [3.8987, -0.6199, 2.7609], [-1.9318, 5.2199, 1.8019], [1.2081, 3.2862, 2.8681], [-0.7970, 4.0633, 0.1828], [-3.4846, -2.8760, 2.8982], [-6.6197, 0.0480, 2.4973], [3.8317, 2.0471, -3.4936], [3.6763, -0.3723, -2.2118], [4.0845, 2.0542, -0.4463], [5.9903, -0.8359, 1.3362], [-0.4131, 5.4515, 2.6721], [6.0354, 0.7290, 0.5125], [-0.1517, 1.8666, 5.6671], [-2.7926, -0.5016, 4.2946], [-3.6833, 0.3579, 6.4557], [-2.7413, 2.9212, 1.2987], [-6.0418, 1.0603, 6.6130], [-2.4799, 2.2780, 2.9184], [1.3589, 3.4714, -1.4746], [1.9905, 0.9461, -3.2217], [2.4856, 1.9998, 2.1143], [0.6825, 1.6970, 0.9262], [0.9270, 0.4875, 5.5140]],
  "atomic_forces_ev_per_a": [[1.903, -2.300, 0.883], [0.040, 0.599, -0.432], [0.370, 0.084, -0.154], [0.126, -0.506, 0.203], [-0.096, 0.040, 0.044], [-0.181, 0.011, 0.014], [0.278, 0.020, -0.272], [-0.015, -0.272, -0.189], [0.142, -0.189, -0.044], [-0.116, -0.122, 0.050], [-0.130, 0.052, 0.000], [0.026, -0.091, -0.375], [0.614, 0.068, -0.215], [2.452, 0.695, -0.783], [-2.038, 0.770, 1.499], [-1.331, 2.046, -1.846], [-0.037, -0.024, 0.150], [0.374, -0.606, 1.264], [-2.153, -0.974, -1.096], [-0.008, 0.210, 0.147], [-0.151, 0.125, 0.045], [-0.390, -0.142, -0.192], [0.172, -0.331, 0.152], [0.095, 0.003, -0.071], [-0.045, -0.001, 0.091], [-0.035, -0.033, -0.103], [-0.041, 0.137, 0.596], [0.015, 0.199, 0.079], [0.202, 0.227, -0.055], [-0.138, 0.150, 0.359], [-0.042, -0.017, 0.039], [0.001, -0.090, 0.195], [0.240, 0.144, -0.174], [0.079, -0.105, 0.035], [0.083, -0.105, 0.079], [-0.057, 0.123, 0.123], [0.231, 0.028, -0.146], [0.290, 0.116, -0.002], [0.189, -0.037, 0.100], [-0.032, 0.002, -0.034], [-0.024, -0.098, 0.025], [-0.029, 0.090, -0.014], [-0.159, 0.248, 0.348], [-0.102, -0.059, -0.038], [0.175, 0.003, 0.169], [-0.108, 0.048, -0.057], [0.060, 0.003, 0.050], [-0.071, 0.021, -0.035], [0.083, -0.185, -0.209], [0.004, 0.004, 0.014], [0.158, 0.018, -0.074], [-0.055, 0.021, 0.019], [-0.020, 0.118, 0.060], [0.022, -0.069, 0.123], [0.015, -0.013, -0.007], [-0.180, 0.016, -0.062], [0.052, -0.008, -0.023], [-0.041, 0.000, 0.036], [-0.039, -0.207, 0.041], [-0.018, -0.070, -0.090], [-0.059, 0.087, 0.073], [-0.079, -0.020, -0.014], [-0.108, -0.028, 0.013], [-0.008, -0.032, -0.036], [-0.065, 0.029, 0.018], [0.038, 0.013, -0.183], [-0.043, 0.007, 0.016], [-0.073, -0.024, 0.002], [0.061, 0.018, -0.026], [-0.082, -0.164, -0.036], [0.022, 0.126, -0.125], [-0.042, -0.048, -0.083], [-0.032, -0.025, 0.065], [-0.034, 0.046, 0.012], [-0.257, 0.231, -0.020], [0.124, 0.035, 0.004], [0.009, -0.080, -0.050], [-0.025, 0.109, 0.023], [-0.045, 0.032, -0.097], [0.053, 0.029, -0.035], [0.061, 0.012, -0.011], [0.087, -0.045, 0.069], [-0.063, -0.008, -0.115], [-0.028, -0.060, -0.080], [-0.151, -0.068, -0.016], [0.024, 0.070, -0.024], [0.013, -0.068, 0.112], [0.083, 0.041, 0.011], [-0.024, 0.123, -0.002], [-0.077, 0.023, 0.030], [0.161, -0.059, -0.037], [0.043, 0.003, 0.051], [-0.017, 0.048, -0.037], [-0.032, 0.018, 0.066], [-0.010, 0.033, 0.111], [-0.037, -0.020, 0.043], [-0.074, -0.025, 0.079], [0.032, 0.004, -0.038], [0.031, -0.022, 0.007], [0.011, -0.122, 0.019]],
  "mulliken_charge": [1.493, 1.037, 0.503, 1.030, -0.262, -0.203, -0.244, -0.225, -0.239, -0.219, -0.732, -0.889, -0.742, -0.864, -0.326, -0.351, -0.716, -0.606, -0.339, -0.299, -0.746, 1.981, 2.028, 1.626, -0.539, -2.096, -0.455, -2.456, 0.392, -1.154, 1.369, -0.570, -1.418, -1.960, -1.423, 2.232, -2.097, 0.799, 0.320, -0.587, -2.207, -2.015, 0.627, 2.567, -0.946, -0.470, -0.546, 0.180, 0.979, -2.030, -1.342, -0.449, -2.173, 0.449, 0.517, 0.288, 0.124, -0.584, -1.877, -0.111, 0.378, 0.159, 0.614, 0.583, 0.393, 0.360, 0.621, 0.727, 0.428, 0.477, 0.341, 0.568, 0.372, 0.664, 0.438, 0.515, 0.487, 0.254, 0.511, 0.363, 0.517, 0.355, 0.456, 0.310, 0.273, 0.382, 0.409, 0.454, 0.435, 0.620, 0.220, 0.414, 0.502, 0.373, 0.358, 0.269, 0.209, -0.006, -0.162, 0.323],
  "e_above_lowest_kj_mol": 253.9,
  "lumo_energy_ev": 1.9,
  "gap_ev": 7.3,
  "total_charge": -1
}

***

2.
{
  "formula": "C29H47GeIrN6O2",
  "method": "the ωB97M-V functional and the def2-TZVPD basis",
  "elements": ["Ir", "Ge", "O", "O", "N", "N", "N", "N", "N", "N", "C", "C", "C", "C", "C", "C", "C", "C", "C", "C", "C", "C", "C", "C", "C", "C", "C", "C", "C", "C", "C", "C", "C", "C", "C", "C", "C", "C", "C", "H", "H", "H", "H", "H", "H", "H", "H", "H", "H", "H", "H", "H", "H", "H", "H", "H", "H", "H", "H", "H", "H", "H", "H", "H", "H", "H", "H", "H", "H", "H", "H", "H", "H", "H", "H", "H", "H", "H", "H", "H", "H", "H", "H", "H", "H", "H"],
  "positions_angstrom": [[0.3370, -0.7886, 0.1974], [-2.3029, 2.8370, -3.1502], [0.3410, 2.3136, 2.0547], [0.9390, 0.7257, -1.2985], [-0.5082, -1.1475, 1.8609], [-1.3328, -1.2216, -0.8988], [1.9625, 0.0853, -3.2455], [1.0263, -2.1027, -1.1623], [1.8478, -0.3037, 1.4979], [1.6819, 2.3072, -2.6906], [0.2151, -2.3848, -2.1964], [0.6744, -3.1076, -3.3067], [-1.9688, 2.4211, -1.2925], [-2.6814, -0.9382, -0.4263], [2.9902, -2.8267, 0.2876], [-4.2159, 3.1349, -3.4118], [-1.9335, -1.4361, 1.9674], [2.3775, -0.0774, 3.8492], [1.5949, -0.5706, 2.7493], [0.3209, -1.2702, 2.9657], [3.7713, -0.3798, -0.0295], [-2.2877, -2.7771, -4.1269], [1.7333, -1.5650, 5.7688], [1.4907, 1.0025, -2.3763], [-1.6958, 1.3361, -4.2491], [4.1330, -1.8099, 0.3624], [0.0318, -3.5181, -4.4777], [-1.2753, -3.3824, -4.8738], [3.0529, 0.3919, 1.0667], [-1.1621, -1.8865, -2.0216], [0.2480, 3.6635, 1.5974], [-1.3380, 4.4652, -3.6612], [-2.2434, -2.1544, -2.9042], [2.4386, -0.5127, 5.1329], [-2.7141, -0.5162, 1.0322], [1.5580, 4.0138, 0.9328], [2.2797, -2.8603, -1.0628], [0.6482, -2.2203, 5.2836], [-0.0308, -2.0125, 4.0572], [-2.1941, 0.4127, -3.9531], [-3.2728, -2.7927, -4.5810], [1.7142, -3.3970, -3.2670], [3.0095, 0.7665, 3.6134], [2.9846, -2.5233, -1.8379], [-4.4190, 3.4095, -4.4472], [4.6813, 0.1756, -0.2691], [3.7473, 0.5186, 1.8955], [-2.2531, -1.2404, 2.9925], [-2.1435, -2.4895, 1.7466], [-0.9555, -2.5674, 3.9606], [0.6802, -4.0373, -5.1755], [1.6793, -0.8747, -3.1336], [-4.5668, 3.9426, -2.7692], [-0.2578, 4.3404, -3.5726], [-2.3223, 0.4983, 1.1447], [4.5633, -1.8226, 1.3689], [0.2027, -2.9684, 5.9283], [0.0569, 4.3396, 2.4364], [2.3824, 3.9466, 1.6433], [-1.5492, -3.7954, -5.8351], [1.5281, 5.0296, 0.5373], [4.9252, -2.1568, -0.3069], [-1.5660, 4.7233, -4.6960], [-3.2873, -1.8454, -0.5325], [1.7597, 3.3199, 0.1146], [-0.5754, 3.7635, 0.8832], [-3.1967, -1.7698, -2.5738], [-2.4462, 2.9673, -0.4858], [-1.3348, 1.5950, -0.9875], [-3.7616, -0.4948, 1.3400], [2.3085, 0.3669, -4.1458], [-4.7868, 2.2368, -3.1757], [-0.6202, 1.1848, -4.1515], [2.0665, -1.8274, 6.7650], [1.9128, 2.5901, -3.6270], [1.2038, 2.9750, -2.1082], [-1.6367, 5.3002, -3.0275], [2.2562, -2.6867, 1.0796], [3.1707, -0.3893, -0.9386], [-3.1501, -0.1566, -1.0357], [-0.4717, 2.0894, 2.5183], [2.7598, 1.3831, 0.7140], [3.4216, -3.8167, 0.4494], [2.0401, -3.9010, -1.2997], [-1.9178, 1.5219, -5.3007], [3.1468, 0.0120, 5.7644]],
  "atomic_forces_ev_per_a": [[0.012, 0.159, 0.010], [-0.034, -0.016, -0.028], [0.003, 0.011, 0.018], [0.064, -0.043, -0.020], [0.006, -0.065, 0.147], [0.011, -0.040, -0.014], [-0.007, 0.017, -0.002], [-0.035, -0.049, -0.057], [-0.077, -0.023, -0.064], [-0.023, -0.005, -0.005], [-0.014, 0.060, 0.062], [0.014, 0.001, 0.003], [-0.018, -0.049, 0.012], [-0.002, 0.003, -0.027], [-0.017, -0.007, 0.019], [0.011, 0.007, 0.008], [-0.005, -0.006, -0.020], [-0.024, -0.003, -0.061], [0.050, 0.016, 0.077], [-0.044, 0.016, -0.104], [0.023, -0.005, 0.010], [0.014, -0.007, -0.006], [0.033, 0.033, 0.003], [-0.021, 0.018, -0.010], [-0.006, 0.019, 0.000], [0.021, 0.001, -0.003], [-0.035, -0.003, -0.004], [0.010, 0.014, 0.023], [-0.021, 0.010, -0.004], [0.062, -0.035, -0.011], [0.025, 0.007, 0.005], [0.007, 0.010, 0.007], [0.006, -0.002, 0.003], [-0.014, -0.036, 0.049], [-0.006, -0.015, 0.013], [0.000, 0.003, -0.004], [0.001, -0.016, -0.029], [-0.033, 0.004, -0.051], [0.033, -0.016, 0.056], [0.003, -0.001, -0.004], [0.004, -0.006, -0.011], [-0.003, -0.003, -0.015], [0.003, -0.004, 0.014], [-0.001, 0.001, 0.003], [0.000, -0.001, 0.001], [0.001, -0.005, 0.001], [0.002, 0.010, -0.001], [0.001, -0.003, -0.002], [-0.001, 0.006, 0.000], [-0.001, 0.003, -0.004], [0.007, -0.001, 0.004], [-0.011, -0.006, 0.014], [-0.005, 0.000, -0.002], [-0.018, 0.005, -0.010], [0.000, 0.002, -0.001], [-0.001, 0.009, -0.001], [0.001, 0.002, 0.003], [-0.005, -0.009, -0.002], [-0.002, 0.003, 0.007], [-0.012, 0.002, 0.001], [0.003, -0.006, -0.006], [0.002, -0.003, 0.005], [0.006, 0.004, 0.000], [0.000, 0.008, -0.002], [-0.011, 0.012, -0.015], [-0.007, -0.003, -0.006], [-0.003, 0.007, 0.002], [-0.004, 0.009, -0.006], [0.049, 0.061, 0.029], [0.007, 0.006, 0.006], [0.003, -0.012, 0.000], [0.006, -0.002, 0.000], [0.017, -0.015, 0.007], [-0.007, -0.002, 0.000], [0.012, -0.006, 0.008], [0.004, -0.005, 0.007], [0.001, 0.003, -0.004], [0.014, -0.001, 0.000], [-0.020, 0.011, -0.022], [0.007, -0.007, -0.004], [0.001, -0.009, 0.001], [-0.001, -0.023, 0.016], [-0.006, -0.002, -0.001], [-0.009, 0.001, -0.004], [0.000, 0.000, 0.001], [0.005, 0.004, -0.009]],
  "mulliken_spin": [-0.002, 0.032, -0.001, -0.037, -0.004, -0.008, 0.000, 0.011, -0.005, 0.013, -0.001, -0.001, 0.459, 0.044, 0.000, 0.023, -0.002, -0.006, 0.002, 0.005, -0.001, 0.004, 0.000, 0.009, 0.018, 0.001, 0.001, 0.000, 0.002, -0.001, -0.007, 0.051, -0.010, -0.001, 0.022, -0.010, 0.000, 0.001, -0.001, -0.010, 0.000, 0.000, 0.000, 0.000, 0.002, -0.001, 0.000, 0.000, 0.000, 0.000, 0.000, 0.000, -0.003, -0.013, -0.011, 0.000, 0.000, 0.002, 0.000, 0.000, 0.001, 0.000, 0.001, 0.001, 0.012, 0.007, 0.002, -0.069, 0.499, -0.007, 0.000, 0.000, -0.001, 0.000, 0.001, 0.013, 0.000, 0.000, 0.001, -0.024, 0.000, 0.001, 0.000, 0.000, -0.001, 0.000],
  "s2": 0.754,
  "e_above_lowest_kj_mol": 90.1,
  "lumo_energy_ev": [-3.0, -3.0],
  "gap_ev": [6.5, 6.5],
  "total_charge": 1,
  "spin_multiplicity": 2
}